Entry from the Open Molecules 2025 dataset: a 9-piece molecular cluster, C38H106N15O21P5S4 overall in a non-equilibrium geometry (ωB97M-V with the def2-TZVPD basis set).

The value obtained for the gap between HOMO and LUMO is 8.494 eV. The spin multiplicity is 1. Its charge is 0. For the total energy, the calculation gives -7212.47650 a.u. Its SMILES is CN(C)P(=O)(N(C)C)N(C)C.CN(C)P(=O)(N(C)C)N(C)C.CN(C)P(=O)(N(C)C)N(C)C.CN(C)P(=O)(N(C)C)N(C)C.CN(C)P(=O)(N(C)C)N(C)C.O=S1(=O)OCCO1.O=S1(=O)OCCO1.O=S1(=O)OCCO1.O=S1(=O)OCCO1.

Each line ends with the Mulliken charge.
CARTESIAN COORDINATES (ANGSTROEM)
C 4.95724 1.64636 -4.00568  -0.88
N 5.66252 2.13678 -2.84137  0.46
C 5.87206 1.14096 -1.71279  -0.98
P 5.84375 3.74768 -2.51947  0.11
O 5.51993 4.53014 -3.76176  -0.96
N 4.97309 4.22943 -1.17484  0.73
C 5.51404 4.12412 0.16987  -0.76
C 3.81358 5.06971 -1.26955  -1.14
N 7.44299 3.88290 -1.96713  0.33
C 7.95560 5.16345 -1.51052  -1.10
C 8.49433 3.12606 -2.70034  -0.92
H 4.56534 2.49077 -4.54664  0.45
H 4.19879 1.06420 -3.50108  0.19
H 5.63536 1.12078 -4.65036  0.23
H 6.83239 1.33962 -1.28052  0.32
H 5.90875 0.15817 -2.23002  0.43
H 5.04058 1.16936 -1.01016  0.13
H 6.06957 4.99617 0.49701  0.35
H 4.71318 3.92287 0.94061  -0.09
H 6.18121 3.27020 0.22148  0.38
H 4.14761 6.10921 -1.37307  0.33
H 3.22256 4.75038 -2.09857  0.28
H 3.18782 5.00124 -0.34218  0.26
H 7.25247 5.66337 -0.95857  0.36
H 8.83012 4.86869 -0.91736  0.41
H 8.13895 5.92594 -2.32195  0.23
H 9.46037 3.22052 -2.14047  0.36
H 8.55551 3.51896 -3.76212  0.28
H 8.33121 2.05658 -2.77008  0.26
C 4.04913 -1.85848 3.16872  -1.12
N 4.71626 -2.82742 2.18170  0.24
C 3.65810 -3.65646 1.53850  -1.01
P 5.82462 -2.20311 1.10790  -0.22
O 5.31539 -1.37871 0.05198  -0.32
N 7.02184 -1.48643 2.00756  0.40
C 7.43377 -0.06272 1.83116  -0.31
C 7.70949 -2.17384 3.09042  -1.32
N 6.49154 -3.54369 0.42071  0.52
C 6.70327 -3.58899 -1.03019  -0.64
C 7.03238 -4.62033 1.22558  -0.97
H 3.28341 -2.33429 3.81627  0.42
H 3.70405 -0.86420 2.76800  0.35
H 4.88299 -1.54142 3.79446  0.31
H 2.98423 -3.94735 2.35594  0.45
H 4.13255 -4.53559 1.09661  0.30
H 3.08177 -3.08692 0.78220  0.21
H 8.53576 0.09894 1.99524  0.39
H 7.06095 0.23741 0.85433  -0.36
H 6.92954 0.61596 2.52780  0.29
H 7.79563 -1.46209 3.85591  0.50
H 7.12749 -3.08577 3.42192  0.43
H 8.67175 -2.58598 2.78633  0.24
H 5.86867 -3.06723 -1.51493  -0.14
H 7.56226 -3.05469 -1.37669  0.21
H 6.73793 -4.63046 -1.32801  0.30
H 7.14586 -5.56931 0.62739  0.32
H 6.41435 -4.81652 2.10968  0.40
H 8.05934 -4.45941 1.66580  0.20
C -0.38386 0.93127 2.22963  -1.57
N 0.04583 -0.27763 1.52032  1.04
C -0.23296 -1.49216 2.22085  -1.04
P 0.41742 -0.33578 -0.11457  -0.42
O 0.91343 -1.68521 -0.42530  -0.92
N -0.83190 0.14938 -1.15114  1.22
C -1.13648 -0.49566 -2.43097  -1.03
C -1.81127 1.19569 -0.75087  -1.07
N 1.44330 1.01374 -0.30488  0.84
C 1.73149 1.52497 -1.67559  -0.17
C 2.57040 1.10231 0.64045  0.09
H -1.44573 1.10037 2.19563  0.23
H 0.06602 1.81853 1.86498  0.11
H -0.11204 0.86784 3.27014  0.95
H 0.16511 -2.36293 1.70345  0.29
H -1.26679 -1.73139 2.44848  0.02
H 0.24863 -1.36432 3.23459  0.33
H -0.35595 -1.23088 -2.58776  0.14
H -2.13340 -0.91224 -2.47953  0.16
H -1.04824 0.31415 -3.17339  0.37
H -2.61851 0.79807 -0.12599  -0.19
H -1.22051 2.06773 -0.38170  0.01
H -2.40211 1.56921 -1.60622  0.79
H 0.97278 2.15074 -2.21467  0.18
H 2.57877 2.19435 -1.52693  -0.17
H 2.00183 0.73401 -2.36988  -0.01
H 3.05507 2.06241 0.51043  0.11
H 3.29780 0.33537 0.46111  -0.22
H 2.27117 0.98828 1.66406  -0.18
C -6.19604 0.16573 -2.28486  -1.17
N -6.76578 1.51307 -2.25683  0.63
C -7.55415 1.80202 -3.46327  -1.00
P -6.13322 2.64284 -1.17653  0.25
O -4.74670 3.16722 -1.41750  -0.77
N -7.29092 3.84010 -1.19648  0.21
C -7.03851 5.02613 -1.97895  -1.21
C -8.65218 3.56276 -0.79733  -0.97
N -6.18506 1.95518 0.36548  0.54
C -5.19188 2.24339 1.43361  -0.14
C -7.11405 0.92457 0.76321  -1.15
H -5.67592 0.02559 -1.35403  0.10
H -5.48637 0.12212 -3.10176  0.42
H -7.01001 -0.55400 -2.33267  0.47
H -8.39803 1.08603 -3.60180  0.25
H -6.86257 1.79665 -4.30116  0.34
H -7.99163 2.78680 -3.33822  0.30
H -6.87645 5.87001 -1.30152  0.30
H -6.16270 4.82379 -2.60876  0.34
H -7.85327 5.30807 -2.64127  0.40
H -9.08146 4.40565 -0.27862  0.38
H -9.29095 3.33810 -1.65154  0.34
H -8.72801 2.72081 -0.13645  0.18
H -4.65148 1.26351 1.58229  0.06
H -4.46862 2.94559 1.04034  -0.41
H -5.65396 2.54012 2.36586  0.36
H -6.55745 0.10599 1.34358  0.00
H -7.74972 0.57244 -0.04445  0.52
H -7.77642 1.40783 1.49036  0.37
C -3.08000 -3.05404 -0.15015  -0.66
N -3.68949 -4.15456 -0.92435  0.56
C -2.68354 -4.86886 -1.79830  -1.00
P -4.82230 -5.02323 -0.03225  0.33
O -4.41892 -5.72569 1.19565  -0.95
N -5.91138 -3.80109 0.36811  0.73
C -6.82521 -4.03080 1.47148  -1.31
C -6.24806 -2.60497 -0.43263  -0.92
N -5.38577 -6.10510 -1.11173  0.18
C -5.79191 -5.76355 -2.49866  -0.93
C -5.11545 -7.51518 -1.06371  -1.10
H -3.27647 -2.08491 -0.66542  -0.24
H -2.00165 -3.24464 -0.13436  0.45
H -3.36377 -3.04766 0.92936  0.06
H -2.40157 -4.30581 -2.65765  0.36
H -3.04886 -5.86516 -2.09452  0.25
H -1.74066 -5.00779 -1.28632  0.35
H -7.84035 -4.01834 1.13158  0.40
H -6.63985 -5.00291 1.86870  0.44
H -6.64562 -3.33931 2.27752  0.25
H -6.23026 -1.70186 0.18146  -0.09
H -5.56015 -2.48775 -1.32110  0.46
H -7.25196 -2.78204 -0.81109  0.37
H -5.94638 -4.69885 -2.49703  0.20
H -5.02043 -6.05297 -3.21207  0.38
H -6.69280 -6.33140 -2.77764  0.34
H -4.14412 -7.82113 -1.39547  0.32
H -5.83810 -8.06515 -1.60874  0.44
H -5.18203 -7.88650 -0.01892  0.24
O -3.86725 -0.97818 3.17407  -0.21
S -3.83175 -1.89280 4.25048  1.00
O -3.28056 -1.57026 5.54261  -0.62
O -5.24851 -2.68439 4.46264  -0.38
C -5.05465 -4.08437 4.65245  -0.22
C -3.68050 -4.39224 4.11587  -0.16
O -3.02409 -3.18472 3.71850  -0.36
H -5.13857 -4.33022 5.70298  0.32
H -5.85896 -4.58192 4.07482  0.14
H -3.66179 -5.06829 3.28676  0.17
H -3.02103 -4.81534 4.93204  0.30
O 4.55726 2.56119 4.11890  -0.61
S 3.13326 2.76005 4.08557  1.32
O 2.20412 1.66775 4.13751  -0.54
O 2.66820 3.72585 5.27355  -0.39
C 1.53316 4.47724 4.90578  -0.55
C 1.34033 4.33025 3.34886  0.30
O 2.55670 3.70821 2.85016  -0.32
H 0.62365 4.13948 5.36354  0.35
H 1.82796 5.50286 5.15847  0.31
H 1.38399 5.31895 2.92473  0.43
H 0.46659 3.74393 3.02440  -0.32
O -1.70843 3.75300 2.27997  -0.37
S -1.92378 5.01431 1.61271  1.06
O -1.58219 6.25402 2.21332  -0.60
O -1.28193 4.90511 0.13504  -0.24
C -2.18689 5.07365 -0.99089  0.02
C -3.44484 5.59101 -0.29417  0.14
O -3.42446 5.11442 1.05103  -0.37
H -1.82740 5.78314 -1.71404  0.38
H -2.40124 4.14501 -1.45678  0.08
H -4.36229 5.17139 -0.65501  -0.33
H -3.48404 6.67644 -0.23699  0.39
O 3.94499 -2.28758 -5.68647  -0.57
S 2.88937 -2.53738 -4.75589  1.09
O 1.50202 -2.74339 -5.11878  -0.56
O 3.24464 -3.79250 -3.80595  -0.45
C 3.22326 -3.27491 -2.41585  0.01
C 3.74345 -1.75970 -2.53534  0.21
O 2.99669 -1.31684 -3.61031  -0.37
H 2.23399 -3.23660 -1.92423  0.24
H 3.89433 -3.92521 -1.84731  0.25
H 4.79307 -1.82094 -2.70452  0.57
H 3.44020 -1.14222 -1.63610  -0.37

Entry from the Open Molecules 2025 dataset: a 13-piece molecular cluster, C38H108BBrF10N9O15S2 overall in a non-equilibrium geometry (ωB97M-V with the def2-TZVPD basis set).

The value obtained for the gap between HOMO and LUMO is 7.958 eV. The spin multiplicity is 1. Its charge is +5. For the total energy, the calculation gives -7526.31485 a.u.

Each line ends with the Mulliken charge.
CARTESIAN COORDINATES (ANGSTROEM)
B 0.84592 0.78977 -0.08184  0.58
F 2.16945 0.78578 0.19964  -0.36
F 0.37955 -0.14361 -1.01785  -0.35
F 0.15899 0.59404 1.14008  -0.90
F 0.49698 2.00831 -0.57326  -0.37
C 4.52435 -0.90795 -1.23189  -1.01
C 5.62672 -1.65353 -1.93899  0.41
C 6.31343 -2.69901 -1.08529  -0.66
O 7.14458 -3.51145 -2.02088  -0.37
C 7.78234 -4.51721 -1.19810  -0.68
N 4.99549 -2.20604 -3.19809  -0.14
H 4.40279 -1.51787 -3.63993  0.31
H 5.64342 -2.53671 -3.89876  0.44
H 4.44087 -3.01895 -2.97072  0.14
H 5.09144 -0.33419 -0.49887  0.52
H 3.68105 -1.41628 -0.76440  0.15
H 4.11402 -0.21329 -1.96481  0.03
H 6.42976 -0.98968 -2.25921  0.26
H 5.51735 -3.31864 -0.67249  0.11
H 6.75503 -2.28815 -0.17739  0.51
H 6.97845 -5.02749 -0.66757  0.22
H 8.45823 -4.21026 -0.39994  0.32
H 8.41202 -5.12276 -1.84996  0.30
C 2.54258 -6.75051 2.25116  -1.14
C 3.37719 -5.42110 2.50097  0.17
C 2.53966 -4.20288 2.88143  -0.37
O 3.33835 -3.39710 3.75211  -0.53
C 3.59685 -2.19914 2.99501  -0.48
N 4.40839 -5.78427 3.60404  -0.14
H 5.22829 -5.20453 3.49554  0.35
H 4.01021 -5.58392 4.51035  0.30
H 4.65140 -6.76460 3.60554  0.36
H 3.33084 -7.44366 1.95743  0.47
H 1.73129 -6.69045 1.52569  0.09
H 2.12496 -7.00250 3.22595  0.44
H 4.09495 -5.19428 1.71263  0.07
H 1.70743 -4.48478 3.52644  0.37
H 2.02391 -3.72453 2.04880  0.24
H 4.21174 -1.64813 3.70664  0.21
H 2.80175 -1.57354 2.58937  0.14
H 4.22051 -2.61423 2.20328  0.40
C 1.08615 5.96971 3.42969  -1.26
C 2.34420 4.99970 3.28725  0.47
C 2.85426 4.52831 1.88512  -0.03
O 4.24982 4.12433 1.94044  -0.46
C 4.70621 3.60284 0.73797  -0.77
N 3.45371 5.84995 4.04862  -0.23
H 4.11775 5.25394 4.52181  0.32
H 3.95134 6.58813 3.57160  0.32
H 2.90922 6.29610 4.77290  0.38
H 0.64811 5.97355 4.42779  0.53
H 0.33058 5.52150 2.78446  -0.08
H 1.18221 7.01100 3.12213  0.48
H 2.19812 4.10400 3.89097  -0.20
H 2.80099 5.39429 1.22530  0.52
H 2.29957 3.66267 1.52307  -0.07
H 5.78836 3.47316 0.72217  0.40
H 4.44440 4.32986 -0.03081  0.35
H 4.16567 2.67663 0.54298  0.21
C 1.07825 -2.06299 6.30475  -1.49
C 0.83334 -0.68384 6.78277  0.14
C 1.28027 0.35619 5.75108  -0.24
O 2.59062 0.06926 5.40317  -0.34
C 3.05368 1.06792 4.45787  -1.06
N -0.65723 -0.58137 7.20388  -0.25
H -1.16844 -0.66102 6.33646  0.32
H -1.04993 -1.37000 7.69779  0.37
H -0.81215 0.28392 7.70125  0.36
H 0.43036 -2.31736 5.46591  0.35
H 0.79441 -2.81987 7.03595  0.44
H 2.09295 -2.20273 5.93197  0.33
H 1.37637 -0.64076 7.72690  0.32
H 1.24996 1.34695 6.20447  0.45
H 0.60065 0.26064 4.90426  0.14
H 3.80238 0.86499 3.69212  0.44
H 3.26944 1.99577 4.98762  0.55
H 2.26804 1.47928 3.82411  0.23
C -3.14700 2.26836 3.41213  -1.64
C -3.35354 1.51521 2.08671  1.33
C -4.72467 1.76770 1.46241  -1.06
O -5.03837 0.85520 0.54319  0.00
C -6.43258 0.59194 0.28307  -0.91
N -2.29372 2.00459 1.12945  2.51
H -2.09719 2.99135 1.21757  -0.01
H -1.37179 1.59782 1.19803  -0.45
H -2.49998 1.84145 0.15429  -0.19
H -3.13985 3.33331 3.17992  0.33
H -2.19452 2.03989 3.89033  0.26
H -3.85390 1.98468 4.19182  0.47
H -3.02202 0.50835 2.34050  -0.29
H -4.73509 2.78546 1.07232  0.26
H -5.50703 1.85417 2.21643  0.63
H -7.23116 1.25046 0.62474  0.43
H -6.73557 -0.40755 0.59499  0.32
H -6.71010 0.84548 -0.74006  0.15
C -4.78974 3.70544 -1.95878  -0.08
C -4.53798 4.59735 -3.22369  0.33
C -5.45377 4.13692 -4.33425  -0.62
O -6.67081 4.85211 -4.06282  -0.42
C -7.82124 4.08916 -4.23557  -0.70
N -4.77702 6.08547 -2.83882  -0.06
H -4.85440 6.70333 -3.63403  0.39
H -5.67102 6.12255 -2.37034  0.40
H -4.05384 6.42786 -2.22247  0.25
H -5.80656 3.82827 -1.58585  0.65
H -4.02164 3.91141 -1.21331  -0.52
H -4.58170 2.65697 -2.17218  -0.27
H -3.49526 4.51424 -3.53019  0.21
H -5.54428 3.05938 -4.19713  0.09
H -5.05787 4.43472 -5.30518  0.52
H -8.06575 3.93261 -5.28620  0.31
H -8.55798 4.44761 -3.51667  0.32
H -7.56674 3.10599 -3.83972  0.22
C -2.46248 -7.17525 -2.27059  -1.49
C -1.16807 -7.07612 -3.00603  0.22
C -1.13536 -5.79931 -3.82689  -0.46
O 0.12941 -5.10707 -3.79207  -0.27
C 0.10118 -3.95325 -4.59037  -0.73
N -0.05066 -7.11925 -1.87800  -0.24
H 0.26047 -8.04168 -1.60891  0.42
H 0.77789 -6.67910 -2.25200  0.31
H -0.27156 -6.56552 -1.06272  0.05
H -3.20456 -7.22712 -3.06728  0.43
H -2.83103 -6.34455 -1.66874  0.18
H -2.54571 -8.14032 -1.77079  0.51
H -0.83064 -7.90639 -3.62643  0.51
H -1.97578 -5.11879 -3.69029  0.10
H -1.22989 -6.14510 -4.85626  0.51
H -0.01829 -4.16945 -5.65201  0.35
H 1.12937 -3.64184 -4.40609  0.14
H -0.70144 -3.23128 -4.43978  0.26
C -1.73417 -3.08106 1.36849  -1.55
C -1.81579 -3.68214 -0.10307  1.51
C -3.23439 -3.69907 -0.50696  -1.16
O -3.33187 -3.98924 -1.87055  0.14
C -4.67278 -3.95308 -2.37700  -0.99
N -0.99560 -2.75102 -0.94879  1.85
H -1.28343 -1.82704 -0.65982  -0.31
H 0.00319 -2.89469 -0.90535  -0.50
H -1.24183 -2.94684 -1.90854  -0.02
H -2.37241 -2.20752 1.50137  0.18
H -0.70874 -2.79601 1.60371  0.44
H -2.06842 -3.77433 2.14034  0.50
H -1.25968 -4.59953 -0.29607  -0.55
H -3.72534 -2.75100 -0.28735  0.44
H -3.70050 -4.52970 0.02305  0.50
H -4.76389 -3.74362 -3.44279  0.29
H -5.29053 -3.24762 -1.82130  0.36
H -5.20287 -4.90542 -2.38903  0.31
C 0.01123 3.99392 -2.90665  -1.40
C 1.22365 3.14595 -3.43111  0.33
C 2.51173 3.44057 -2.73586  -0.51
O 3.45456 2.47559 -3.19635  -0.36
C 4.81346 2.63861 -2.82492  -0.64
N 0.93112 1.65630 -3.36792  0.55
H 0.85134 1.46673 -2.37909  -0.53
H 0.00285 1.53272 -3.74627  0.32
H 1.64181 1.13758 -3.86386  0.40
H -0.90201 3.43743 -3.11736  0.10
H -0.10812 4.91547 -3.47640  0.57
H 0.00965 4.23732 -1.84418  0.22
H 1.33730 3.39116 -4.48707  0.74
H 2.27965 3.36657 -1.67342  -0.05
H 2.96932 4.40050 -2.97510  0.61
H 5.51043 1.80404 -2.90119  0.23
H 4.84514 3.02614 -1.80663  0.07
H 5.07948 3.45675 -3.49422  0.43
C -1.77258 7.38144 1.14898  0.42
F -2.68098 8.37987 1.09502  -0.20
F -0.75938 7.65827 0.26177  -0.22
F -1.37233 7.36607 2.40420  -0.19
S -2.56652 5.76947 0.55639  1.25
O -1.69560 4.69751 0.99010  -0.98
O -3.85183 5.64824 1.24036  -0.74
O -2.72004 5.93875 -0.90720  -0.83
C -4.33681 0.19125 -3.87011  0.40
F -5.19486 0.50789 -2.87353  -0.20
F -4.52314 -1.10307 -4.19216  -0.19
F -4.42150 0.98998 -4.93923  -0.19
S -2.53630 0.26783 -3.02942  0.90
O -2.28035 -1.10299 -2.55758  -0.87
O -1.62423 0.70955 -4.10007  -1.14
O -2.51980 1.25095 -1.96253  -0.39
Br 2.36945 -4.09862 -1.16078  -0.74

Listing M for the structures above in their given order: 1392.5, 1276.2 g/mol.